{
  "formula": "C19H25HfN3SSi",
  "method": "wB97M-V/def2-TZVPD",
  "species": ["C", "C", "C", "H", "C", "C", "H", "H", "H", "H", "Hf", "C", "H", "H", "H", "Si", "C", "C", "H", "C", "H", "C", "H", "C", "H", "C", "H", "C", "C", "H", "C", "H", "C", "H", "C", "H", "C", "H", "H", "H", "N", "N", "C", "N", "S", "H", "H", "H", "H", "H"],
  "xyz": [[0.560, 1.870, 1.926], [-0.679, 1.993, 1.273], [-1.699, 1.454, 2.088], [-0.890, 2.401, 0.302], [-1.113, 1.179, 3.367], [0.323, 1.414, 3.256], [1.024, 1.426, 4.073], [1.464, 2.263, 1.519], [-2.744, 1.490, 1.842], [-1.675, 0.966, 4.252], [-0.213, -0.449, 2.021], [0.051, -1.981, 0.684], [-0.581, -2.515, 1.452], [1.131, -2.190, 0.583], [-0.348, -1.990, -0.364], [0.433, 0.809, -1.538], [1.762, -0.489, -2.206], [2.748, 0.412, -2.633], [2.586, 1.497, -2.453], [3.959, 0.001, -3.196], [4.700, 0.750, -3.429], [4.165, -1.340, -3.439], [5.131, -1.627, -3.852], [3.162, -2.277, -3.144], [3.330, -3.333, -3.361], [1.947, -1.868, -2.521], [1.214, -2.634, -2.213], [-1.075, 0.494, -2.528], [-0.638, 1.154, -3.715], [0.343, 1.010, -4.156], [-1.330, 2.234, -4.260], [-0.905, 2.738, -5.125], [-2.515, 2.652, -3.659], [-2.939, 3.626, -3.947], [-3.048, 1.903, -2.606], [-4.013, 2.228, -2.194], [-2.358, 0.793, -2.051], [-2.752, 0.205, -1.226], [0.141, 0.168, 0.031], [0.660, 2.204, -1.843], [-2.055, -1.712, 2.783], [-1.510, -1.620, 4.120], [-0.179, -1.780, 4.402], [0.090, -2.041, 5.710], [1.256, -1.676, 3.466], [-2.352, -2.687, 2.581], [-3.012, -1.348, 2.856], [-2.138, -2.137, 4.766], [1.127, -1.976, 5.880], [-0.543, -1.663, 6.427]],
  "total_energy_ev": -44577.5271,
  "largest_force_ev_per_a": 5.4,
  "relative_energy_kj_mol": 486.2,
  "molar_mass_g_mol": 534.07,
  "charge": 2
}